No. 1
A molecular structure, C11H31Ba2O8 in a non-equilibrium geometry, computed with wB97M-V/def2-TZVPD.

```
! RIJCOSX wB97M-V def2-TZVPD def2/J DEFGRID3
* xyz 3 1
Ba -3.02 -2.62 -2.70
Ba 1.38 -3.64 -3.18
O 0.28 -0.53 -0.14
C -0.60 -1.02 -1.02
O -0.25 -2.12 -1.62
O -1.69 -0.51 -1.31
H 0.94 -1.26 -0.29
C 2.27 1.03 -4.36
C 1.69 0.23 -3.20
O 2.57 -0.90 -2.94
H 1.67 1.94 -4.44
H 2.14 0.54 -5.32
H 3.30 1.31 -4.15
H 0.70 -0.19 -3.38
H 1.60 0.78 -2.26
H 3.45 -0.54 -2.76
C 2.52 -2.79 1.76
C 2.11 -3.65 0.55
O 2.69 -3.09 -0.65
H 3.59 -2.55 1.79
H 2.24 -3.28 2.69
H 1.92 -1.88 1.74
H 1.02 -3.62 0.53
H 2.42 -4.69 0.70
H 3.64 -3.19 -0.57
C 0.53 0.89 3.29
C 0.60 2.00 2.26
O 1.46 1.62 1.17
H 0.05 1.16 4.22
H 1.53 0.50 3.54
H 0.13 -0.04 2.85
H 1.10 2.87 2.69
H -0.38 2.36 1.96
H 1.05 0.87 0.73
C -0.49 3.38 -1.13
C -1.90 3.09 -0.68
O -2.59 2.19 -1.57
H 0.10 3.92 -0.39
H -0.49 4.04 -2.00
H 0.01 2.45 -1.40
H -2.52 3.99 -0.66
H -1.92 2.66 0.33
H -2.00 1.43 -1.59
C -3.91 0.63 2.52
C -3.34 -0.73 2.13
O -4.28 -1.78 2.38
H -4.50 0.62 3.43
H -4.54 1.10 1.77
H -3.03 1.28 2.58
H -2.52 -0.95 2.83
H -2.90 -0.72 1.12
H -3.85 -2.60 2.14
*
```

Output
**E_HOMO**: -16.1 eV
**Energy relative to the best compared isomer or geometry (same formula, charge and spin)**: 71.6 kcal per mole

---

No. 2
A molecular structure, C16H30F3MoNOP2 in a non-equilibrium geometry, computed with wB97M-V/def2-TZVPD.

```
! RIJCOSX wB97M-V def2-TZVPD def2/J DEFGRID3
* xyz 0 3
Mo 0.10 0.14 0.39
P 2.34 -0.49 0.21
P -2.48 -0.11 0.40
N 0.18 0.82 -1.24
H 0.92 -1.07 1.06
C 2.91 -1.93 -0.73
H 4.01 -2.00 -0.67
H 2.64 -1.79 -1.79
H 2.45 -2.85 -0.37
C 3.33 -0.47 1.73
H 4.38 -0.61 1.46
H 2.96 -1.26 2.40
H 3.21 0.50 2.24
C 3.12 0.87 -0.76
H 4.21 0.74 -0.73
H 2.85 1.84 -0.33
H 2.77 0.82 -1.80
C -3.49 -1.41 -0.45
H -4.58 -1.27 -0.34
H -3.20 -2.39 -0.06
H -3.28 -1.38 -1.53
C -3.28 -0.03 2.04
H -4.37 0.11 1.97
H -2.89 0.86 2.53
H -3.04 -0.92 2.62
C -3.14 1.38 -0.44
H -4.24 1.46 -0.34
H -2.86 1.35 -1.50
H -2.68 2.24 0.06
C 0.06 1.64 -2.27
C 0.01 2.02 -4.64
C -0.01 1.13 -3.58
C 0.01 3.05 -2.02
C 0.01 3.92 -3.10
C 0.00 3.41 -4.41
H 0.02 1.58 -5.65
H -0.05 0.05 -3.79
H -0.03 3.47 -1.02
H 0.03 5.00 -2.82
H 0.01 4.06 -5.30
C -0.56 -2.76 2.05
O -1.69 -2.65 1.60
C 0.43 -3.75 1.44
H 0.40 -4.57 2.19
H 1.46 -3.45 1.17
H -0.11 -4.09 0.56
C -0.12 -2.33 3.44
H -0.92 -2.78 4.08
H -0.07 -1.25 3.64
H 0.85 -2.84 3.71
F 0.41 1.27 3.23
C 0.34 1.68 1.91
F -0.76 2.54 1.84
F 1.44 2.51 1.72
*
```

Output
**E_HOMO (spin up / spin down)**: -6.3 / -6.9 eV
**Energy relative to the best compared isomer or geometry (same formula, charge and spin)**: 0.0 kcal per mole

---

No. 3
A molecular structure, C60H106N8O20 in a non-equilibrium geometry, computed with wB97M-V/def2-TZVPD.

```
! RIJCOSX wB97M-V def2-TZVPD def2/J DEFGRID3
* xyz 3 2
C -23.39 -6.59 -17.98
C -22.63 -6.35 -16.62
C -21.44 -5.45 -16.69
C -21.89 -4.21 -17.56
N -21.02 -2.94 -17.27
C -19.54 -3.22 -17.59
C -19.42 -3.03 -19.12
C -20.53 -2.10 -19.59
C -21.43 -1.92 -18.31
C -21.09 -2.56 -15.77
C -22.47 -2.20 -15.30
C -22.47 -1.24 -14.09
H -24.25 -7.25 -17.85
H -22.75 -7.12 -18.69
H -23.86 -5.75 -18.50
H -22.34 -7.34 -16.26
H -23.27 -5.87 -15.88
H -20.66 -6.07 -17.13
H -21.09 -5.21 -15.68
H -22.89 -3.83 -17.34
H -21.85 -4.48 -18.62
H -19.02 -2.37 -17.15
H -19.10 -4.12 -17.18
H -18.45 -2.61 -19.37
H -19.69 -3.95 -19.64
H -20.30 -1.05 -19.82
H -21.00 -2.42 -20.51
H -21.23 -0.94 -17.90
H -22.50 -2.06 -18.39
H -20.44 -1.68 -15.80
H -20.54 -3.27 -15.15
H -23.04 -3.11 -15.08
H -23.01 -1.72 -16.12
H -22.04 -0.28 -14.38
H -21.92 -1.60 -13.22
H -23.42 -0.87 -13.71
C -16.38 3.69 -17.12
C -17.23 4.86 -17.66
C -17.91 5.66 -16.43
C -16.86 6.69 -15.72
N -17.46 7.24 -14.29
C -18.82 8.06 -14.37
C -18.59 9.43 -13.72
C -17.19 9.38 -13.03
C -16.46 8.30 -13.77
C -17.64 6.10 -13.25
C -16.54 4.98 -13.26
C -16.74 3.89 -12.27
H -16.03 3.00 -17.89
H -17.04 2.96 -16.64
H -15.50 3.74 -16.49
H -18.01 4.53 -18.35
H -16.64 5.59 -18.21
H -18.53 5.04 -15.79
H -18.73 6.22 -16.88
H -16.78 7.51 -16.42
H -15.88 6.27 -15.49
H -19.56 7.43 -13.87
H -19.02 8.12 -15.44
H -19.32 9.46 -12.91
H -18.73 10.35 -14.28
H -17.12 8.99 -12.02
H -16.64 10.32 -13.13
H -15.71 7.80 -13.15
H -15.94 8.69 -14.65
H -18.64 5.66 -13.31
H -17.56 6.67 -12.33
H -15.59 5.48 -13.09
H -16.51 4.37 -14.16
H -17.64 3.28 -12.38
H -16.67 4.38 -11.30
H -15.91 3.20 -12.39
C -19.15 -0.57 -13.30
C -17.63 -0.61 -12.95
C -17.34 -0.90 -11.46
O -15.99 -0.83 -11.13
C -15.54 0.44 -10.76
N -16.84 -1.58 -13.79
H -17.21 -2.52 -13.85
H -16.69 -1.35 -14.76
H -15.96 -1.65 -13.30
H -19.54 0.25 -12.69
H -19.62 -1.55 -13.18
H -19.28 -0.20 -14.31
H -17.18 0.33 -13.27
H -17.66 -1.91 -11.21
H -17.91 -0.22 -10.83
H -16.20 1.05 -10.14
H -15.40 1.11 -11.61
H -14.62 0.26 -10.20
C -19.69 -2.96 -8.30
C -20.66 -2.50 -9.34
C -21.33 -3.63 -10.14
O -20.48 -4.47 -11.04
C -19.18 -5.00 -10.66
N -21.84 -1.69 -8.67
H -22.43 -1.75 -9.49
H -22.27 -2.09 -7.85
H -21.54 -0.76 -8.44
H -19.55 -2.12 -7.62
H -18.70 -3.04 -8.76
H -19.85 -3.91 -7.80
H -20.09 -1.90 -10.05
H -21.94 -3.08 -10.84
H -22.03 -4.20 -9.54
H -19.08 -5.45 -9.67
H -18.33 -4.32 -10.74
H -18.78 -5.82 -11.26
C -15.05 -3.93 -17.89
N -14.44 -2.57 -18.01
C -13.12 -2.53 -18.31
C -12.53 -1.28 -18.32
C -13.19 -0.06 -18.01
C -14.59 -0.19 -17.71
C -15.17 -1.52 -17.81
C -12.53 1.27 -17.98
C -12.95 2.32 -17.17
C -12.33 3.64 -17.23
N -11.22 3.81 -18.04
C -10.78 2.78 -18.74
C -11.39 1.52 -18.73
C -10.64 5.18 -18.16
H -14.76 -4.44 -18.81
H -16.10 -3.73 -17.70
H -14.54 -4.44 -17.08
H -12.60 -3.45 -18.53
H -11.45 -1.27 -18.41
H -15.13 0.65 -17.30
H -16.21 -1.64 -17.57
H -13.82 2.14 -16.55
H -12.64 4.47 -16.61
H -9.87 3.09 -19.23
H -10.88 0.83 -19.39
H -10.85 5.89 -17.36
H -11.28 5.53 -18.97
H -9.56 5.10 -18.30
C -14.03 -4.51 -13.14
N -14.03 -3.86 -11.83
C -12.99 -3.19 -11.31
C -13.10 -2.61 -10.05
C -14.25 -2.87 -9.21
C -15.28 -3.61 -9.77
C -15.17 -4.01 -11.11
C -14.39 -2.36 -7.81
C -13.95 -1.09 -7.52
C -13.95 -0.58 -6.19
N -14.25 -1.38 -5.19
C -14.64 -2.68 -5.43
C -14.69 -3.18 -6.70
C -14.25 -0.94 -3.80
H -14.87 -4.14 -13.72
H -14.12 -5.58 -12.92
H -13.07 -4.32 -13.63
H -12.17 -3.07 -12.01
H -12.29 -2.02 -9.65
H -16.21 -3.74 -9.25
H -15.85 -4.76 -11.48
H -13.64 -0.50 -8.37
H -13.48 0.39 -6.11
H -14.85 -3.29 -4.56
H -14.91 -4.21 -6.90
H -15.16 -1.26 -3.31
H -14.61 0.09 -3.74
H -13.31 -0.96 -3.25
O -17.16 0.84 -7.93
C -17.69 0.41 -6.82
O -18.90 0.31 -6.55
O -17.08 0.04 -5.81
H -17.84 1.33 -8.39
O -18.74 -6.01 -14.59
C -17.62 -5.29 -14.63
O -16.79 -5.53 -15.49
O -17.40 -4.43 -13.80
H -18.53 -6.54 -15.36
O -19.63 0.99 -16.56
C -18.58 0.48 -17.08
O -17.86 -0.23 -16.41
O -18.36 0.79 -18.23
H -19.85 1.58 -17.28
O -18.70 2.25 -9.51
C -19.93 1.92 -9.92
O -20.44 2.90 -10.54
O -20.48 0.86 -9.75
H -19.03 2.95 -10.09
O -13.46 2.68 -9.31
C -12.25 2.74 -8.72
O -11.95 1.77 -8.05
O -11.55 3.74 -8.68
H -13.62 1.77 -9.03
O -12.38 -0.09 -12.69
C -13.27 -0.33 -13.60
O -13.91 0.71 -13.84
O -13.46 -1.46 -14.10
H -12.79 0.75 -12.92
*
```

Output
**E_HOMO**: -10.4 eV

---

No. 4
A molecular structure, C37H63BBrN6O3PS3Si2TeTi in a non-equilibrium geometry, computed with wB97M-V/def2-TZVPD.

```
! RIJCOSX wB97M-V def2-TZVPD def2/J DEFGRID3
* xyz -1 2
Ti -0.35 -1.80 0.32
C 2.55 2.64 1.29
C 3.03 1.18 1.55
C 3.32 0.49 0.22
C 2.03 0.58 2.52
C 2.24 0.73 3.92
C 1.07 0.29 4.48
N 0.28 -0.17 3.49
N 0.88 0.00 2.30
B -1.26 -0.24 3.67
N -1.93 -1.66 3.25
C -2.83 -2.25 4.05
C -3.28 -3.41 3.47
C -2.60 -3.47 2.25
N -1.78 -2.42 2.14
C -2.66 -4.50 1.16
C -1.46 -5.48 1.12
C -3.97 -5.28 1.15
N -1.87 0.89 2.84
C -3.19 1.04 2.68
C -3.44 2.15 1.93
C -2.15 2.67 1.66
N -1.22 1.93 2.23
C -1.70 3.78 0.75
C -2.82 4.48 0.00
C -0.82 4.73 1.58
H 3.15 3.12 0.50
H 1.52 2.64 0.95
H 2.63 3.24 2.17
H 3.98 1.31 2.10
H 2.49 0.64 -0.46
H 4.22 0.91 -0.23
H 3.50 -0.57 0.33
H 3.13 1.13 4.40
H 0.78 0.20 5.52
H -1.54 -0.23 4.87
H -3.07 -1.77 4.97
H -4.01 -4.06 3.89
H -2.61 -3.96 0.21
H -1.33 -6.03 2.10
H -1.57 -6.21 0.35
H -0.55 -4.95 0.87
H -4.12 -5.88 2.03
H -4.80 -4.60 1.06
H -3.98 -5.95 0.30
H -3.87 0.32 3.09
H -4.38 2.53 1.58
H -1.01 3.36 0.00
H -3.49 5.03 0.67
H -2.34 5.20 -0.67
H -3.38 3.75 -0.58
H -1.39 5.13 2.40
H -0.01 4.11 2.01
H -0.36 5.54 1.03
S 1.84 -4.63 -2.36
C 1.07 -3.34 -1.71
S -0.67 -3.34 -1.47
S 1.70 -1.84 -1.09
C 3.27 -2.53 2.22
P 1.79 -3.49 2.29
C 1.21 -3.52 3.96
C 2.21 -5.08 1.62
O 0.66 -2.98 1.44
H 3.88 -2.89 3.05
H 3.10 -1.44 2.31
H 3.80 -2.72 1.29
H 1.94 -3.94 4.66
H 0.28 -4.09 4.01
H 0.98 -2.50 4.29
H 3.10 -5.54 2.03
H 2.29 -4.92 0.56
H 1.37 -5.74 1.80
Br -8.41 -0.31 1.16
C -6.59 -0.23 0.59
C -5.67 -1.13 1.07
C -4.35 -1.04 0.65
C -3.97 -0.03 -0.24
C -4.95 0.73 -0.85
C -6.27 0.65 -0.45
C -2.55 0.28 -0.59
O -2.28 1.25 -1.30
O -1.67 -0.60 -0.20
H -5.93 -1.87 1.79
H -3.66 -1.77 1.01
H -4.67 1.44 -1.60
H -7.04 1.29 -0.85
C -0.22 5.47 -3.93
Si 0.93 3.97 -3.69
C 1.56 4.07 -1.92
C 2.26 4.06 -5.00
C -0.01 2.32 -3.94
Te 0.65 0.56 -2.95
C 1.96 -0.10 -4.62
Si 3.83 -0.08 -4.21
C 4.41 1.54 -3.47
C 4.43 -1.40 -2.99
C 4.81 -0.36 -5.86
H 0.18 6.36 -3.49
H -1.17 5.28 -3.43
H -0.45 5.65 -4.99
H 2.35 4.79 -1.86
H 1.94 3.09 -1.56
H 0.78 4.35 -1.21
H 3.01 4.77 -4.79
H 1.76 4.36 -5.91
H 2.73 3.09 -5.18
H -0.08 2.08 -4.99
H -1.04 2.46 -3.58
H 1.70 0.48 -5.51
H 1.64 -1.14 -4.86
H 5.45 1.40 -3.21
H 4.35 2.39 -4.10
H 3.89 1.76 -2.52
H 4.31 -1.10 -1.95
H 5.52 -1.48 -3.20
H 3.94 -2.35 -3.17
H 4.71 0.45 -6.61
H 4.52 -1.31 -6.31
H 5.87 -0.44 -5.57
*
```

Output
**E_HOMO (spin up / spin down)**: -4.6 / -4.6 eV
**Energy relative to the best compared isomer or geometry (same formula, charge and spin)**: 0.0 kcal per mole